# 1
C5H9NO4S | ωB97M-V/def2-TZVPD

Values from the calculation:
SMILES = N[C@@H](CSCC(=O)O)C(=O)O
highest occupied orbital energy = -9.00 eV
calculated total energy = -25846.5941 eV
multiplicity = 1
frontier orbital gap = 9.41 eV
F_max = 4.11 eV/Å
ΔE to the lowest compared entry with this formula, charge and spin = 59.5 kJ/mol

Last column: Löwdin charge in e.
Atoms and positions in Å:
C1 1.5840 -0.1264 0.5423  -0.3770
C2 0.7783 -1.4384 0.2819  -0.3956
C3 -1.8590 -0.6268 0.2271  -0.4305
C4 -2.5048 0.6464 -0.3627  -0.5106
C5 2.2627 0.3283 -0.7763  -0.4843
H1 -0.0022 1.1691 0.5996  0.0720
H2 1.2525 1.5650 1.6063  0.0988
H3 2.3888 -0.3695 1.2225  0.1497
H4 0.3020 -1.7239 1.2481  0.0926
H5 1.3919 -2.2106 -0.1297  0.0633
H6 -2.5452 -1.3924 0.4980  0.0639
H7 -1.3326 -0.2994 1.1413  0.0784
H8 -4.0101 -0.3688 -0.8346  0.1089
H9 2.7872 1.8689 -1.6517  0.1277
N1 0.7412 0.7736 1.2124  0.0407
O1 -3.6877 0.5238 -1.0011  0.1138
O2 -1.8853 1.7283 -0.5082  0.0426
O3 2.3590 1.6758 -0.8074  0.1143
O4 2.6098 -0.4438 -1.6347  0.1039
S1 -0.6305 -1.2792 -0.8732  0.9275

Forces on atoms 1 to 2 (eV/Å):
-0.0640 -1.5470 -1.2267
-0.5966 0.8922 0.8152

# 2
C5H9NOS | ωB97M-V/def2-TZVPD

Values from the calculation:
SMILES = CC(=O)C=C=N.CS
highest occupied orbital energy = -8.71 eV
calculated total energy = -19700.9320 eV
multiplicity = 1
frontier orbital gap = 9.30 eV
F_max = 3.65 eV/Å
ΔE to the lowest compared entry with this formula, charge and spin = 325.3 kJ/mol

Last column: Löwdin charge in e.
Atoms and positions in Å:
C1 -0.5470 1.5414 -1.2710  -0.0517
C2 0.3642 0.7356 -1.8655  -0.1331
C3 -1.2356 0.8946 -0.2215  -0.5082
C4 -2.0159 1.7745 0.7641  -0.0130
C5 1.6019 -2.0645 1.4248  -0.4951
N1 1.3612 0.1811 -2.1384  0.2351
O1 -1.0326 -0.3076 -0.0375  0.0094
S1 1.5184 -3.2714 0.0301  0.5728
H1 -0.8645 2.5753 -1.5436  0.1211
H2 1.1239 -2.0080 -0.6618  -0.1009
H3 -1.5519 1.4670 1.6839  0.0735
H4 -3.0781 1.6083 0.7626  0.0673
H5 -1.8635 2.9284 0.5269  0.1166
H6 2.4246 -2.0110 2.0972  0.0172
H7 0.7964 -2.3123 2.1254  0.0301
H8 1.4247 -1.1333 1.0651  -0.0447
H9 1.5739 -0.5981 -2.7408  0.1035

Forces on atoms 1 to 2 (eV/Å):
-0.0865 1.0054 -1.6058
-1.5721 2.4874 0.8232